Record 1
Here is a 5-piece molecular cluster, C29H56O13S5 overall from the Open Molecules 2025 dataset. Energies are from ωB97M-V with the def2-TZVPD basis set.

SMILES   C=CC[C@]1([C@@H](C)CCC)OS(=O)(=O)O[C@@H]1COCC.O=S1(=O)CCCC1.O=S1(=O)CCCC1.O=S1(=O)CCCC1.O=S1(=O)CCCC1
2S+1   1
HOMO energy   -7.7 eV
Net charge   0
Max |F|   0.0745 Eh/bohr

Element x y z (Å)
C -4.18529 3.34216 -0.38208
C -3.09833 3.30329 0.52427
C -2.69939 1.88332 1.08349
C -1.44135 1.87375 2.05440
C 0.01342 2.11221 1.41060
C 0.16383 3.50476 0.66382
C 1.18662 1.91046 2.49669
C 1.69262 3.25095 3.18190
C 2.09785 2.96251 4.71813
O -1.33694 0.41837 2.35755
S -2.16713 0.04917 3.74250
O -1.14942 -0.39806 4.72493
O -3.44302 -0.69824 3.62074
O -2.66977 1.58190 4.15796
C -1.66661 2.45471 3.53458
C -2.05301 3.98113 3.69635
O -3.46637 4.09287 3.46336
C -4.01364 5.34120 3.90324
C -3.21076 6.62122 3.37866
H -5.10983 2.78170 -0.05853
H -4.11537 3.84405 -1.39232
H -2.55769 4.26754 0.76272
H -3.59018 1.51194 1.69099
H -2.45859 1.20398 0.20991
H 0.12984 1.28554 0.64570
H -0.21752 3.36665 -0.40085
H -0.41023 4.34191 1.14519
H 1.26379 3.76150 0.54161
H 0.89494 1.11913 3.26097
H 2.05000 1.46037 1.91327
H 0.91434 4.07073 3.23020
H 2.56025 3.67309 2.59220
H 3.18849 3.21118 4.84101
H 1.50620 3.65098 5.39922
H 1.82323 1.90913 4.99884
H -0.80299 2.32394 4.26583
H -1.40325 4.58893 3.00784
H -1.88470 4.24016 4.79568
H -4.17769 5.39244 5.02993
H -5.04624 5.41031 3.42998
H -2.73162 6.34785 2.38206
H -2.34572 6.81477 4.08683
H -3.85849 7.53010 3.24806
O -3.19571 0.38113 -1.61443
S -2.25737 -0.54036 -2.21188
O -0.84059 -0.48890 -1.92833
C -2.84281 -2.20312 -1.93302
C -3.75045 -2.48761 -3.12328
C -3.01567 -1.93479 -4.34734
C -2.50677 -0.53746 -3.98468
H -3.35881 -2.25911 -0.97530
H -1.97527 -2.86567 -1.93270
H -3.95804 -3.55410 -3.22254
H -4.70504 -1.96725 -2.99915
H -2.16829 -2.58416 -4.58759
H -3.66227 -1.90233 -5.22590
H -1.56359 -0.31118 -4.48088
H -3.24421 0.23085 -4.21993
O 0.59681 -3.96729 -4.92470
S 1.69246 -4.76852 -4.42573
O 2.75207 -5.24610 -5.28810
C 2.41974 -3.92596 -3.02969
C 1.62224 -4.42614 -1.83219
C 1.45191 -5.93286 -2.04762
C 1.02014 -6.14275 -3.50030
H 2.35384 -2.84781 -3.17074
H 3.46497 -4.23346 -2.96273
H 2.13036 -4.20530 -0.89219
H 0.64071 -3.94288 -1.80754
H 2.40738 -6.43641 -1.87112
H 0.72444 -6.36035 -1.35557
H 1.41303 -7.07870 -3.90746
H -0.06585 -6.11886 -3.60211
O 0.48949 -10.17543 -5.49789
S 1.75259 -9.74170 -4.95039
O 1.83193 -8.85613 -3.80752
C 2.75978 -11.18151 -4.63788
C 3.50496 -11.41006 -5.94696
C 3.95381 -10.02361 -6.41722
C 2.75532 -9.08135 -6.27821
H 2.12810 -12.02049 -4.34959
H 3.45079 -10.93576 -3.82933
H 4.35070 -12.08623 -5.81335
H 2.83251 -11.85177 -6.68839
H 4.77385 -9.67233 -5.78395
H 4.32020 -10.04466 -7.44483
H 3.06593 -8.06680 -6.02579
H 2.14836 -9.06898 -7.18389
O 0.01538 6.64686 3.86814
S 1.38413 6.84453 3.45113
O 1.94903 6.15586 2.31495
C 1.67195 8.59575 3.26375
C 2.11713 9.05401 4.64706
C 3.08942 7.98217 5.14723
C 2.45054 6.61832 4.87144
H 0.76253 9.08665 2.91980
H 2.46982 8.72518 2.53035
H 2.58364 10.03958 4.61139
H 1.25465 9.11203 5.31790
H 4.03372 8.06381 4.60084
H 3.31395 8.10396 6.20818
H 3.19925 5.86077 4.64256
H 1.83287 6.28916 5.70778


Record 2
Here is a 2-piece molecular cluster, C29H56O5 overall from the Open Molecules 2025 dataset. Energies are from ωB97M-V with the def2-TZVPD basis set.

SMILES   CCCCCCCCCCC[C@H]1OC(=O)O[C@@H]1CCCCCCCCCCOC.C1CCOC1
2S+1   1
HOMO energy   -9.2 eV
Net charge   0
Max |F|   0.0674 Eh/bohr

Element x y z (Å)
C 3.63800 -1.83964 -2.07595
C 3.06036 -0.45870 -1.77339
C 4.09352 0.60440 -1.40383
C 5.19217 0.16696 -0.42158
C 4.95008 0.49996 1.06174
C 4.31876 -0.63228 1.86623
C 2.79199 -0.58377 1.92682
C 2.19037 0.69266 2.52855
C 0.83578 1.03443 1.88242
C -0.31287 1.28208 2.89592
C -1.63481 0.66269 2.41099
C -2.36674 1.50830 1.39531
O -1.59250 1.74352 0.21025
C -1.68143 0.57818 -0.49874
O -0.80385 0.07666 -1.19836
O -2.93765 0.08116 -0.33010
C -3.55100 0.69574 0.81908
C -4.78722 1.41783 0.32008
C -5.81106 0.36425 -0.15042
C -5.85668 0.16658 -1.67949
C -5.26612 -1.15963 -2.15509
C -5.84219 -2.44171 -1.54172
C -4.69793 -3.42148 -1.26815
C -3.84704 -2.95929 -0.07077
C -2.33240 -3.08271 -0.24675
C -1.76327 -4.35472 0.36296
C -0.25197 -4.49165 0.18483
O 0.42498 -3.27242 0.42644
C 0.83742 -2.57225 -0.73149
H 2.93114 -2.45655 -2.61974
H 3.82748 -2.36419 -1.13847
H 4.59344 -1.79315 -2.58872
H 2.55543 -0.11490 -2.67610
H 2.27874 -0.56035 -1.02725
H 4.55680 1.02565 -2.29178
H 3.55246 1.43013 -0.94158
H 5.41965 -0.89238 -0.49389
H 6.10111 0.68947 -0.71138
H 4.40661 1.43334 1.15318
H 5.92888 0.69085 1.49866
H 4.71993 -0.68121 2.87715
H 4.58859 -1.58028 1.40182
H 2.41981 -1.43760 2.48940
H 2.41752 -0.71007 0.91322
H 2.07304 0.55080 3.59981
H 2.84207 1.54766 2.38222
H 0.93126 1.92951 1.27557
H 0.53265 0.23781 1.21253
H -0.47656 2.35075 3.00405
H -0.03648 0.83915 3.84585
H -2.29409 0.51004 3.26207
H -1.40853 -0.30967 1.97253
H -2.66511 2.48038 1.76730
H -3.82834 -0.04596 1.56186
H -5.22506 2.04504 1.09343
H -4.49464 2.06766 -0.49957
H -5.55188 -0.56770 0.33677
H -6.80264 0.64591 0.19080
H -5.23226 0.94017 -2.12160
H -6.85404 0.32360 -2.07996
H -5.38915 -1.21800 -3.23509
H -4.19704 -1.13969 -1.96802
H -6.40010 -2.24030 -0.63008
H -6.55206 -2.90951 -2.22081
H -5.09176 -4.41863 -1.09258
H -4.08306 -3.45343 -2.16617
H -4.14442 -3.56922 0.78153
H -4.09660 -1.93316 0.17183
H -2.06905 -3.00721 -1.29916
H -1.86188 -2.24365 0.25965
H -2.27246 -5.22194 -0.05265
H -1.96141 -4.32742 1.43343
H 0.11985 -5.21298 0.90840
H -0.02362 -4.87791 -0.80918
H 0.18019 -2.75088 -1.57690
H 1.86249 -2.83296 -0.99642
H 0.81338 -1.51000 -0.50153
C 3.74806 5.33327 -1.47600
C 2.84455 5.71974 -0.30833
C 2.83104 4.43489 0.50709
O 4.09895 3.80743 0.29516
C 4.77728 4.44775 -0.78825
H 4.19766 6.18454 -1.98457
H 3.18384 4.75500 -2.21115
H 3.30142 6.52792 0.26736
H 1.84775 6.03778 -0.60947
H 2.04413 3.75415 0.16181
H 2.69347 4.60963 1.57519
H 5.60298 5.04096 -0.38052
H 5.19190 3.68472 -1.44850